Record 1
Below is 16 unconnected molecules or ions with the total composition C26H86NO17 in a non-equilibrium geometry, with properties calculated with wB97M-V/def2-TZVPD.

Structure (XYZ):
```
130
Properties=species:S:1:pos:R:3:forces:R:3
C 45.5075 -1.8103 45.4751 0.0 1.2 1.1
O 44.4536 -1.1133 44.7864 -1.6 0.7 0.2
C 44.5893 0.3255 44.6353 2.8 -1.6 -0.4
C 43.2044 0.8982 44.3015 -0.7 0.5 0.5
N 43.2292 2.4061 44.2268 2.9 -0.2 1.6
H 43.6560 2.5345 45.1405 0.8 1.1 0.5
H 43.9318 2.8267 43.5210 -1.6 -0.7 0.6
C 41.9833 3.1365 44.3775 2.8 2.2 -3.4
C 42.1719 4.6174 44.0519 0.0 2.3 3.5
O 40.8676 5.1455 43.9777 -1.0 1.1 1.6
C 40.8359 6.5735 44.0919 -2.2 1.9 -2.9
H 45.3265 -2.9546 45.4499 0.3 2.3 0.3
H 45.8957 -1.2719 46.4807 -1.8 -1.5 -1.3
H 46.2913 -1.4708 44.8841 2.4 -0.8 -1.3
H 45.3723 0.5901 43.7724 -1.7 -0.6 1.2
H 45.1976 0.5995 45.5456 -1.4 0.8 -0.4
H 42.4195 0.6816 45.0804 1.0 -0.1 -0.8
H 42.8753 0.6094 43.3224 -0.3 -0.8 -0.4
H 41.6287 3.1368 45.2965 -1.3 -0.6 4.6
H 41.3083 2.6959 43.7642 -2.3 -1.0 -2.2
H 42.5076 4.9096 43.1093 2.0 -0.2 -1.5
H 42.7828 5.2997 45.0156 -1.3 -2.4 -2.9
H 39.7731 6.9304 43.8105 1.0 -1.1 1.1
H 41.2154 7.0669 43.0631 0.6 -0.8 2.7
H 41.0422 7.0938 45.1027 0.5 -1.2 -1.6
C 44.6332 7.6239 42.8626 -2.9 3.2 1.7
C 43.8578 8.2534 41.7547 -0.3 -1.6 -0.7
O 44.4184 7.8348 40.5552 -0.5 -1.5 -4.2
H 44.2178 7.9262 43.8503 0.3 0.0 -0.5
H 45.5678 7.9927 42.7823 3.3 1.7 0.1
H 44.8344 6.6427 42.9269 -0.5 -3.9 -0.6
H 43.9450 9.2740 41.6126 0.0 2.6 1.5
H 42.8324 8.0010 41.7016 -1.4 -0.3 0.7
H 43.7390 7.9351 39.7941 1.8 -0.1 2.0
C 38.0085 6.0783 46.8727 7.1 5.6 -2.2
C 37.5528 7.4290 46.3206 0.6 1.1 -2.0
O 36.4375 7.9022 47.1588 1.1 3.5 -2.3
H 38.4695 6.3245 47.8335 -0.3 -0.6 0.1
H 38.8457 5.6610 46.1412 -1.2 1.0 1.4
H 37.3766 5.3857 46.8331 -5.7 -5.5 0.5
H 37.2419 7.5200 45.2505 -0.7 -1.3 0.6
H 38.5362 8.0602 46.0070 -1.8 -0.4 2.4
H 36.1570 8.8613 46.7627 1.0 -3.5 1.5
C 38.9825 10.6407 44.0153 -5.3 -2.1 -2.4
C 40.2559 10.6896 43.3995 1.8 -1.4 -3.7
O 40.3691 9.6839 42.3010 -0.8 0.6 -0.8
H 38.5053 9.5807 43.8562 1.0 1.7 1.0
H 38.1518 11.3119 43.6617 1.1 -0.3 -0.5
H 39.0812 10.9647 44.9560 0.1 0.5 4.1
H 40.9808 10.1452 44.0009 0.6 1.4 0.6
H 40.4179 11.7010 42.9604 0.9 -0.7 0.7
H 39.7078 9.8241 41.5851 0.6 0.2 0.9
C 42.6784 -0.1030 40.2016 1.5 3.5 -3.6
C 41.5773 0.8722 39.9398 7.7 4.3 5.2
O 41.1673 1.4142 41.2507 1.7 -2.7 0.4
H 43.5055 0.2341 40.7901 0.2 0.7 0.5
H 43.1242 -0.4049 39.2411 0.2 0.7 -0.3
H 42.4592 -0.9965 40.4485 -2.4 -6.2 2.9
H 40.7665 0.6906 39.5224 -6.9 -2.8 -4.3
H 42.1282 1.6521 39.3650 -0.8 0.1 0.3
H 40.7461 2.2395 41.2245 -1.1 2.0 -0.9
C 46.0383 -6.1103 42.8447 -2.5 -0.2 3.1
C 46.2189 -5.4323 44.1784 0.8 4.2 -1.0
O 47.5702 -4.8014 44.1048 -0.5 0.4 3.2
H 45.8767 -5.2866 42.2539 -0.1 1.5 -2.3
H 45.0419 -6.6419 42.9621 1.5 -0.2 -0.7
H 46.9705 -6.5741 42.7159 0.7 -1.4 -0.9
H 46.2623 -6.0912 44.9778 -0.5 -1.2 1.7
H 45.3801 -4.5437 44.2805 1.8 -2.3 0.2
H 47.9687 -4.5766 45.1153 -1.2 -0.8 -3.6
C 37.4745 4.6046 43.3834 2.2 -0.2 -0.8
O 36.9423 4.1978 42.1586 -1.0 -1.9 -1.4
H 36.9000 4.1703 44.2064 0.3 0.7 0.3
H 37.5362 5.7024 43.2519 -0.4 -0.5 1.0
H 38.5753 4.2803 43.3746 -1.3 0.3 0.9
H 36.7598 3.2185 42.1288 0.3 1.6 0.2
C 44.8306 3.3096 48.0165 -5.1 -1.9 4.2
O 43.8147 3.2356 46.9861 0.1 1.2 0.3
H 44.4157 2.4202 48.8669 2.1 1.7 -2.4
H 44.3815 4.1367 48.7196 2.6 -0.6 -1.4
H 45.8529 3.1491 47.6873 -0.2 0.6 0.2
H 43.1193 3.8654 47.3473 0.5 -1.4 -1.3
C 41.9401 5.7700 48.4422 -2.8 5.8 -2.5
O 41.6325 4.7420 47.5936 -0.8 -1.9 -0.9
H 42.0170 6.8888 47.7450 0.9 -3.1 2.0
H 42.6613 5.6089 49.1880 1.1 -0.1 0.7
H 40.9485 6.0444 48.7975 0.4 0.3 1.5
H 40.6657 4.6500 47.7198 1.0 -0.6 -0.7
C 49.4927 -1.2710 46.6784 -2.9 -1.0 0.0
O 50.1205 -2.1399 47.6486 -4.2 -1.9 -3.8
H 48.7460 -1.8959 46.0689 1.7 0.4 0.4
H 50.1568 -0.7275 46.0283 0.5 0.0 -0.1
H 48.6983 -0.5790 47.0778 1.3 -0.1 0.5
H 50.7010 -1.6782 48.1271 3.5 2.8 2.9
C 47.7121 -4.8374 47.4252 2.7 4.5 0.2
O 48.7724 -4.4462 46.4688 -4.3 -6.9 -2.3
H 47.9716 -4.1062 48.2018 -0.7 -0.7 0.7
H 47.5983 -5.7979 47.8029 0.7 -2.0 0.0
H 46.8444 -4.4618 46.9950 -2.0 0.2 -0.7
H 49.2602 -3.7798 46.7428 3.6 4.8 2.7
C 40.1846 4.8082 40.4170 -0.3 3.6 2.5
O 39.6623 3.6145 40.8019 10.7 -4.9 -11.0
H 40.3339 5.4033 41.4367 0.0 -0.5 -2.2
H 39.4125 5.2933 39.8409 0.0 0.8 -0.4
H 41.1165 4.8612 39.8657 0.1 -0.9 0.0
H 39.1258 3.7228 41.3797 -10.8 2.2 11.1
C 46.3879 4.7619 44.1230 1.1 1.4 0.9
O 46.0961 3.4385 44.2353 2.4 -4.6 1.5
H 47.4001 5.0014 44.4132 0.6 0.0 -0.7
H 45.8471 5.4350 44.7361 -1.2 0.2 1.3
H 46.0807 5.0069 43.1756 0.2 1.2 -2.7
H 46.9973 2.9227 44.3846 -3.1 1.5 -0.4
C 42.2157 -3.9228 43.6563 -0.2 6.1 1.8
O 40.8680 -3.7180 43.4265 -2.4 2.0 -0.5
H 42.6422 -2.7994 43.5943 0.1 -2.4 0.5
H 42.6883 -4.3702 42.8826 1.4 -2.3 -2.0
H 42.3297 -4.2430 44.6717 0.8 -0.8 0.4
H 40.6698 -2.7118 43.4373 0.4 -2.7 -0.3
C 39.8151 -0.5110 44.4815 2.2 -0.6 -0.3
O 40.0908 -0.9440 43.1995 0.0 1.8 -3.2
H 39.4912 0.4496 44.6521 -0.3 2.8 -0.3
H 40.6746 -0.7330 45.0760 0.5 -0.1 0.7
H 39.0405 -1.0713 44.7595 -3.1 -2.5 2.0
H 39.7765 -0.2686 42.5206 0.9 -1.4 1.1
C 44.0441 3.9740 40.5830 3.2 -2.2 -0.2
O 44.3326 3.2552 41.8109 3.0 -2.1 0.0
H 43.5378 4.7922 40.8804 -2.2 2.6 0.7
H 43.6260 3.4149 39.7707 -0.9 -0.7 0.1
H 44.9587 4.3436 40.1450 0.6 0.3 0.1
H 45.2656 2.7130 41.8351 -3.4 2.3 -0.7
```
Positions in Å, forces in eV/Å.

The value obtained for the energy relative to the best compared isomer or geometry (same formula, charge and spin) is 102.75 kJ/mol. The value obtained for the gap between HOMO and LUMO is 8.458 eV. For the molar mass, the calculation gives 684.96 g mol⁻¹. The HOMO energy is -10.71 eV. As for the charge: +1.

Löwdin atomic charge list, values in e, 8 entries: C -0.083; O -0.237; C -0.176; C -0.061; N 0.046; H 0.098; H 0.142; C -0.095

Record 2
Below is a molecular structure, C26H9F5N8PdS2Se in a non-equilibrium geometry, with properties calculated with wB97M-V/def2-TZVPD.

Structure (XYZ):
```
52
Properties=species:S:1:pos:R:3:forces:R:3
Pd 0.1667 2.6405 -0.2400 0.6 0.8 1.5
S 2.4169 3.1961 -1.1120 -2.3 -0.5 0.5
C 2.2648 4.6795 -0.2545 1.9 1.8 0.3
S 0.7261 5.0338 0.4177 -0.7 -2.4 -0.8
C 3.3394 5.5503 -0.1143 -1.4 -1.3 -0.2
C 4.5506 5.3117 -0.7842 0.4 -0.2 -0.3
N 5.5297 5.1266 -1.3543 0.3 -0.2 -0.2
C 3.2446 6.7009 0.6857 -0.2 0.5 0.3
N 3.1587 7.6372 1.3449 -0.1 0.2 0.2
F -6.7673 2.4688 0.2865 0.3 0.0 -0.1
C -5.5566 2.6368 -0.2398 0.3 0.0 -0.2
C -5.4027 2.7919 -1.6195 0.0 0.0 0.2
F -6.4701 2.7679 -2.4155 0.1 0.0 0.1
C -4.1351 2.9511 -2.1600 0.5 -0.1 0.3
F -3.9870 3.0897 -3.4782 -0.2 0.0 -0.1
C -2.9826 2.9498 -1.3664 -0.6 -0.3 1.0
Se -1.2877 3.0986 -2.1839 1.2 0.2 -0.6
C -3.1713 2.8077 0.0088 -0.2 0.0 -0.7
F -2.0820 2.8094 0.8241 0.0 -0.1 -0.1
C -4.4267 2.6459 0.5778 0.0 0.0 0.0
F -4.5446 2.4797 1.8934 0.0 0.1 -0.2
N 1.4028 -4.5758 -1.6394 0.0 0.4 0.0
C 1.2998 -5.9053 -1.3380 -0.3 -0.4 0.6
C 1.6747 -7.0572 -2.0126 0.1 -0.1 -0.1
C 1.3850 -8.2583 -1.4003 0.1 0.1 -0.1
C 0.7368 -8.3175 -0.1598 -0.1 -0.1 0.1
C 0.3573 -7.1794 0.5133 0.0 0.1 -0.1
C 0.6380 -5.9511 -0.0838 0.5 -0.3 -0.9
N 0.3537 -4.6848 0.3245 -0.1 0.8 0.2
C 0.8123 -3.8852 -0.6082 0.0 -0.9 0.2
C 0.6639 -2.4489 -0.5583 -0.1 1.0 0.1
C 1.2251 -1.5745 -1.4938 -0.2 -0.1 0.3
C 0.9727 -0.2196 -1.3847 0.1 0.0 -0.2
N 0.2206 0.2969 -0.4146 0.1 1.1 -0.3
C -0.2834 -0.5217 0.5099 -0.2 0.0 0.3
C -0.0946 -1.8867 0.4752 0.2 0.0 -0.3
H 1.8201 -4.1872 -2.4668 0.0 0.0 0.0
H 2.1587 -7.0129 -2.9768 0.1 -0.1 -0.1
H 1.6560 -9.1807 -1.8910 0.0 -0.1 -0.1
H 0.5216 -9.2859 0.2669 0.0 -0.1 0.1
H -0.1484 -7.2150 1.4632 -0.1 0.0 0.2
H 1.8555 -1.9313 -2.2925 0.0 0.0 -0.1
H 1.3841 0.4816 -2.1068 -0.1 -0.1 0.1
H -0.8570 -0.0612 1.3067 0.1 0.0 -0.1
H -0.5187 -2.5348 1.2234 -0.1 0.0 0.1
N 0.5256 2.1038 1.8648 0.1 -0.6 -1.5
C 0.7020 2.7236 2.8339 0.3 0.7 1.1
C 0.8915 3.3910 4.0143 -0.2 -0.4 -0.9
C -0.2273 3.8783 4.6945 -0.5 0.4 0.2
N -1.1551 4.2954 5.2282 -0.3 0.1 0.2
C 2.1819 3.5962 4.5078 0.7 -0.1 0.2
N 3.2585 3.7356 4.8846 0.3 0.1 0.1
```
Positions in Å, forces in eV/Å.

The value obtained for the energy relative to the best compared isomer or geometry (same formula, charge and spin) is 146.54 kJ/mol. The value obtained for the gap between HOMO and LUMO (spin up / spin down) is 4.336 / 4.097 eV. For the molar mass, the calculation gives 777.92 g mol⁻¹. The HOMO energy (spin up / spin down) is -8.72 / -8.47 eV. As for the charge: 0.

natural (NBO) atomic charge list, values in e, 8 entries: Pd 0.771; S 0.286; C -0.310; S 0.248; C -0.380; C 0.263; N -0.271; C 0.259

Q: Among the records above, which one has the highest energy relative to the best compared isomer or geometry (same formula, charge and spin)?
A: C26H9F5N8PdS2Se